Entry 1:
DFT (ωB97M-V/def2-TZVPD) results for 13 unconnected molecules or ions with the total composition C4H34N2O14 at a distorted geometry.

Values from the calculation:
Highest occupied orbital energy: -9.51 eV
LUMO level: 0.220 eV
Energy: -1335.717356 Eh
Total charge: 0
2S+1: 1
Energy above the lowest of the compared OMol25 structures with the same formula, charge and spin: 169.0 kJ/mol

Each line ends with the Löwdin charge.
Element x y z (Å)
N: -0.614 -0.191 -0.331  0.132
C: 0.798 0.179 -0.459  -0.261
C: 1.108 1.413 -1.333  -0.350
C: 2.595 1.500 -1.532  -0.036
O: 0.653 2.653 -0.776  -0.028
C: 1.388 0.384 0.937  -0.425
N: 2.249 -0.594 1.258  0.235
O: 1.015 1.177 1.817  -0.043
H: -1.155 0.659 -0.388  0.046
H: -0.831 -0.588 0.573  0.042
H: 1.281 -0.656 -0.944  0.101
H: 0.584 1.249 -2.265  0.123
H: 3.013 2.365 -2.035  0.086
H: 3.160 1.586 -0.597  0.083
H: 3.045 0.599 -1.961  0.093
H: 1.027 2.741 0.102  0.088
H: 2.389 -1.413 0.695  0.080
H: 2.637 -0.729 2.194  0.122
H: -2.918 -2.188 -1.049  0.035
H: -3.150 -2.761 -2.445  0.063
O: -3.147 -1.931 -1.953  -0.050
H: -1.112 -3.081 0.291  0.009
H: -0.765 -3.644 -1.073  0.012
O: -1.403 -3.756 -0.337  -0.058
H: -1.103 2.655 -0.683  0.001
H: -1.847 2.806 0.517  -0.002
O: -2.029 2.489 -0.395  -0.107
H: -1.447 0.614 3.857  0.023
H: -2.836 1.185 3.673  0.067
O: -2.209 0.594 3.279  -0.033
H: 4.141 2.129 2.868  0.046
H: 2.629 1.836 2.852  0.008
O: 3.476 1.495 3.170  -0.061
H: 1.587 0.444 -4.426  0.056
H: 0.107 0.141 -4.555  0.051
O: 0.905 -0.124 -4.056  -0.052
H: -1.277 -1.979 -2.342  0.000
H: 0.029 -1.517 -2.815  0.010
O: -0.393 -2.351 -2.561  -0.082
H: 0.868 -2.854 -0.841  -0.007
H: 1.923 -3.459 -1.512  0.070
O: 1.828 -2.809 -0.796  -0.056
H: 0.611 0.332 3.426  0.012
H: 1.014 -0.714 4.531  0.066
O: 0.266 -0.269 4.110  -0.052
H: -2.006 -2.477 2.425  0.075
H: -1.615 -1.085 2.797  -0.016
O: -1.483 -1.720 2.091  -0.068
H: -0.258 2.305 2.087  0.007
H: -1.754 2.228 2.344  0.015
O: -1.064 2.864 2.106  -0.073
H: -2.305 0.891 -3.819  0.051
H: -2.183 -0.525 -3.589  -0.005
O: -2.334 0.070 -4.333  -0.046

---

Entry 2:
DFT (ωB97M-V/def2-TZVPD) results for 13 unconnected molecules or ions with the total composition C4H34N2O14 at a distorted geometry.

Values from the calculation:
Highest occupied orbital energy: -8.99 eV
LUMO level: 0.022 eV
Energy: -1335.657740 Eh
Total charge: 0
2S+1: 1
Energy above the lowest of the compared OMol25 structures with the same formula, charge and spin: 325.5 kJ/mol

Each line ends with the Löwdin charge.
Element x y z (Å)
C: -1.169 -1.974 -0.193  -0.085
N: -0.956 -2.326 -1.633  0.043
C: -1.881 -2.951 -2.372  -0.387
O: -2.976 -3.321 -1.988  -0.019
C: -1.261 -0.449 -0.191  -0.327
C: -2.553 -0.003 0.519  -0.172
O: -2.437 1.413 0.755  -0.107
N: -0.049 0.205 0.367  0.088
H: -0.396 -2.444 0.416  0.104
H: -2.122 -2.451 0.025  0.115
H: -0.078 -1.993 -2.013  0.097
H: -1.647 -3.079 -3.449  0.135
H: -1.231 -0.073 -1.216  0.102
H: -3.449 -0.141 -0.091  0.127
H: -2.545 -0.433 1.523  0.115
H: -3.308 1.640 1.097  0.092
H: 0.374 -0.359 1.093  0.046
H: -0.374 1.060 0.790  0.037
H: 2.472 -0.017 2.802  0.046
H: 2.456 -1.497 3.379  0.061
O: 2.080 -0.898 2.734  -0.045
H: 0.955 2.053 -3.516  0.087
H: -0.514 1.764 -3.176  0.063
O: 0.360 1.863 -2.783  -0.045
H: -1.234 -2.895 3.394  0.043
H: 0.000 -1.953 3.203  -0.002
O: -0.956 -1.986 3.300  -0.039
H: 2.105 -0.524 -3.266  0.033
H: 0.851 0.214 -2.864  -0.013
O: 1.149 -0.634 -3.279  -0.083
H: -2.653 0.171 -2.350  0.005
H: -3.708 0.606 -3.297  0.052
O: -2.802 0.823 -3.047  -0.044
H: 2.382 -3.901 1.747  0.055
H: 1.724 -2.443 1.981  -0.037
O: 1.582 -3.387 1.847  -0.055
H: 2.677 -1.882 -1.441  0.015
H: 2.074 -2.266 -0.073  -0.011
O: 2.571 -2.607 -0.819  -0.046
H: 1.805 3.919 -0.426  0.006
H: 3.154 3.056 -0.432  0.032
O: 2.605 3.680 0.042  -0.049
H: 1.905 0.681 -0.320  0.016
H: 1.589 1.704 -1.500  -0.008
O: 2.244 1.091 -1.129  -0.088
H: -1.229 3.540 -0.051  0.033
H: -0.079 4.329 -0.734  0.031
O: -0.284 3.697 -0.054  -0.036
H: 2.443 2.543 1.668  0.002
H: 1.533 2.665 3.032  0.023
O: 2.130 2.170 2.495  -0.044
H: -1.303 2.044 2.868  0.042
H: -1.248 0.712 3.634  0.042
O: -0.778 1.249 2.990  -0.045